(1)
{"formula": "C21H17Br2N2O2", "method": "ωB97M-V/def2-TZVPD", "species": ["C", "O", "C", "C", "C", "C", "C", "O", "C", "C", "C", "C", "C", "C", "C", "C", "C", "C", "H", "H", "H", "H", "H", "H", "H", "H", "H", "H", "H", "H", "H", "Br", "C", "C", "N", "C", "Br", "C", "N", "C", "H", "H", "H", "H"], "xyz": [[5.865, 1.717, 2.291], [5.312, 0.381, 2.261], [3.955, 0.242, 2.293], [3.419, -1.074, 2.322], [2.054, -1.245, 2.434], [1.158, -0.152, 2.525], [-0.255, -0.425, 2.704], [-0.984, 0.714, 2.654], [-2.368, 0.631, 2.671], [-3.068, -0.595, 2.714], [-4.495, -0.515, 2.651], [-5.115, 0.725, 2.460], [-4.358, 1.900, 2.337], [-2.973, 1.863, 2.460], [-2.278, -1.766, 2.802], [-0.886, -1.666, 2.810], [1.710, 1.159, 2.396], [3.077, 1.358, 2.290], [6.947, 1.572, 2.296], [5.565, 2.289, 1.402], [5.548, 2.257, 3.193], [4.109, -1.927, 2.278], [1.637, -2.248, 2.486], [-5.071, -1.446, 2.732], [-6.205, 0.766, 2.374], [-4.849, 2.857, 2.176], [-2.336, 2.744, 2.375], [-2.721, -2.730, 2.550], [-0.267, -2.546, 2.932], [1.073, 2.039, 2.419], [3.482, 2.377, 2.223], [-2.472, -2.717, 8.704], [-2.900, -3.390, 6.938], [-3.543, -4.645, 6.792], [-3.856, -5.379, 7.866], [-3.854, -5.113, 5.489], [-4.748, -6.815, 5.252], [-3.507, -4.308, 4.409], [-2.906, -3.118, 4.571], [-2.601, -2.664, 5.788], [-4.332, -6.267, 7.743], [-3.646, -5.033, 8.793], [-3.717, -4.628, 3.388], [-2.101, -1.702, 5.838]], "mulliken_charge": [-0.796, -0.428, 0.940, -0.848, -0.542, 0.428, 1.197, -0.431, 0.447, 0.768, -0.439, -0.781, -0.403, -0.719, -0.171, -0.674, -0.683, -0.495, 0.238, 0.333, 0.353, 0.408, 0.281, 0.435, 0.386, 0.408, 0.449, 0.177, 0.333, 0.429, 0.366, -0.211, -0.583, 1.509, -0.364, -0.464, -0.207, -0.306, -0.280, -0.253, 0.142, 0.146, 0.424, 0.481], "e_homo_ev": -11.270, "homo_lumo_gap_ev": 7.1, "total_charge": 1}


(2)
{"formula": "C21H19F6N3O6ReS5Te", "method": "ωB97M-V/def2-TZVPD", "species": ["Re", "C", "N", "C", "C", "N", "C", "S", "H", "H", "H", "H", "H", "H", "O", "C", "O", "C", "C", "C", "C", "S", "C", "C", "H", "H", "H", "H", "H", "F", "C", "F", "F", "S", "O", "O", "N", "S", "O", "O", "C", "F", "F", "F", "C", "Te", "C", "C", "C", "C", "C", "C", "C", "H", "H", "H", "H", "H", "H", "H", "H", "S"], "xyz": [[1.118, -0.526, 0.408], [-2.238, -3.038, -4.183], [-0.883, -3.152, -3.640], [0.272, -3.184, -4.412], [1.314, -3.312, -3.565], [0.779, -3.363, -2.299], [-0.550, -3.233, -2.332], [-1.555, -3.232, -0.941], [-2.491, -3.933, -4.747], [-2.313, -2.163, -4.826], [-2.931, -2.933, -3.362], [0.241, -3.130, -5.488], [2.378, -3.357, -3.752], [1.300, -3.292, -1.422], [7.507, 0.606, -3.284], [7.489, -0.609, -2.689], [8.487, -1.268, -2.668], [6.192, -1.052, -2.078], [4.956, -0.524, -2.439], [3.789, -0.978, -1.837], [3.850, -1.951, -0.835], [2.415, -2.476, 0.078], [5.086, -2.517, -0.515], [6.240, -2.069, -1.134], [6.668, 1.056, -3.156], [4.868, 0.232, -3.219], [2.830, -0.567, -2.118], [5.131, -3.296, 0.238], [7.207, -2.489, -0.881], [4.660, 1.920, 2.146], [3.942, 0.855, 2.450], [4.318, -0.162, 1.687], [4.100, 0.534, 3.720], [2.175, 1.264, 2.136], [2.145, 1.662, 0.720], [1.789, 2.220, 3.130], [1.519, -0.221, 2.449], [-0.128, -0.095, 2.416], [-0.870, -1.342, 2.338], [-0.520, 1.029, 1.524], [-0.569, 0.487, 4.162], [-1.589, -0.241, 4.601], [0.459, 0.305, 4.972], [-0.929, 1.758, 4.156], [-4.241, -1.433, -0.906], [-2.246, -0.585, -0.566], [-2.998, 0.762, -2.087], [-4.098, 0.091, -2.846], [-4.463, 0.494, -4.129], [-5.470, -0.173, -4.813], [-6.124, -1.247, -4.212], [-5.759, -1.654, -2.935], [-4.735, -0.999, -2.252], [-4.804, -0.933, -0.106], [-4.299, -2.505, -0.740], [-2.168, 1.067, -2.708], [-3.362, 1.640, -1.545], [-3.950, 1.332, -4.596], [-5.737, 0.135, -5.817], [-6.918, -1.765, -4.741], [-6.266, -2.496, -2.469], [-0.010, -0.218, -1.639]], "lowdin_spin": [2.482, 0.000, 0.002, 0.001, 0.001, 0.005, 0.006, 0.032, 0.000, 0.000, 0.000, 0.000, 0.000, 0.005, 0.000, 0.001, 0.001, 0.003, 0.000, 0.005, 0.022, 0.097, 0.005, 0.000, 0.000, 0.000, -0.001, 0.000, 0.000, 0.000, 0.000, 0.006, 0.001, 0.014, 0.087, 0.008, 0.043, 0.002, 0.032, 0.005, 0.002, 0.000, 0.001, 0.000, 0.002, 0.025, 0.010, 0.001, 0.000, 0.000, 0.000, 0.000, 0.001, 0.000, 0.000, 0.000, 0.001, 0.000, 0.000, 0.000, 0.000, 0.090], "spin_multiplicity": 4, "e_homo_ev": [-7.360, -7.383], "homo_lumo_gap_ev": [5.9, 5.9], "total_charge": 0}